Entry 1:
Here is a structure of composition C43H47CsIN6SbSe at a distorted geometry from the OMol25 dataset. Energies are from ωB97M-V/def2-TZVPD.

Values from the calculation:
Net charge: -2
E_LUMO (spin up / spin down): 2.798 / 2.798 eV
Maximum force: 4.095 eV/Å
Total energy: -134815.6794 eV
Kohn-Sham gap (spin up / spin down): 2.8235 / 2.8209 eV

XYZ file:
```
100
C43H47CsIN6SbSe, DFT ωB97M-V/def2-TZVPD
Cs 1.001 0.438 0.493
N -2.441 -9.805 3.165
C -2.098 -8.732 2.889
C -1.675 -7.405 2.548
C -0.650 -7.213 1.614
C -0.238 -5.921 1.279
C -0.850 -4.808 1.877
C -1.872 -5.004 2.820
C -2.285 -6.298 3.150
C -0.390 -3.412 1.528
C -1.171 -2.828 0.560
C -2.281 -3.506 -0.133
C -2.898 -2.717 -1.011
C -2.141 -1.494 -0.845
N -1.188 -1.543 0.024
C 0.911 -2.948 2.323
C 1.416 -3.730 3.378
C 2.544 -3.099 3.874
C 2.704 -1.977 3.111
N 1.749 -1.897 2.189
H -0.165 -8.067 1.143
H 0.562 -5.782 0.553
H -2.350 -4.149 3.296
H -3.082 -6.434 3.878
H -2.571 -4.534 0.021
H -3.721 -2.903 -1.673
H -2.400 -0.607 -1.440
H 1.006 -4.655 3.765
H 3.170 -3.424 4.694
H 3.485 -1.231 3.203
I -0.212 1.899 3.432
C 1.770 2.238 4.338
C 1.654 2.847 5.600
C 2.789 3.146 6.339
C 4.045 2.841 5.827
C 4.199 2.234 4.570
C 5.504 1.955 4.116
C 5.738 1.354 2.881
C 4.666 1.019 2.075
C 3.376 1.294 2.521
C 3.066 1.909 3.777
H 0.681 3.093 6.019
H 2.697 3.616 7.315
H 4.919 3.087 6.428
H 6.364 2.209 4.734
H 6.754 1.150 2.555
H 4.816 0.550 1.108
Se 5.494 1.538 -3.167
N 5.311 -0.027 -4.030
C 4.299 -0.741 -3.516
C 3.909 -1.998 -3.970
C 2.831 -2.627 -3.336
C 2.173 -1.985 -2.265
N 2.580 -0.754 -1.844
C 3.633 -0.143 -2.467
N 4.104 1.066 -2.122
H 4.424 -2.480 -4.795
H 2.508 -3.604 -3.670
H 1.342 -2.467 -1.774
C -3.536 2.644 -4.457
C -2.442 1.634 -4.049
C -3.033 0.219 -4.134
C -1.288 1.737 -5.057
Sb -1.574 1.890 -1.987
C -3.287 1.686 -0.555
C -3.538 0.178 -0.375
C -2.907 2.250 0.822
C -4.572 2.365 -1.034
C -0.685 3.947 -1.931
C 0.692 3.856 -2.613
C -1.537 5.004 -2.637
C -0.442 4.390 -0.480
H -3.891 2.425 -5.488
H -3.178 3.680 -4.462
H -4.418 2.601 -3.807
H -3.386 -0.002 -5.164
H -3.906 0.125 -3.462
H -2.273 -0.539 -3.852
H -1.641 1.516 -6.087
H -0.480 1.021 -4.799
H -0.875 2.763 -5.066
H -2.618 -0.323 -0.003
H -3.823 -0.305 -1.326
H -4.355 -0.005 0.356
H -1.947 1.817 1.175
H -3.695 2.016 1.572
H -2.839 3.345 0.796
H -4.960 1.854 -1.931
H -4.391 3.440 -1.245
H -5.368 2.280 -0.263
H 0.604 3.547 -3.669
H 1.330 3.110 -2.093
H 1.213 4.838 -2.591
H -1.575 4.799 -3.720
H -1.079 6.011 -2.530
H -2.561 5.029 -2.210
H 0.128 3.617 0.078
H -1.391 4.601 0.033
H 0.133 5.341 -0.451
H 1.876 3.067 -0.256
```

These are the Mulliken partial charges, in e, on atoms 1 to 6:
1. Cs 0.17
2. N -0.62
3. C -0.03
4. C 0.66
5. C -0.72
6. C 0.21

---

Entry 2:
Here is a structure of composition C43H47GeInN4O4S from the OMol25 dataset. Energies are from ωB97M-V/def2-TZVPD.

Values from the calculation:
ΔE to the lowest compared entry with this formula, charge and spin: 0.0 kJ/mol
Net charge: -2
E_LUMO: 4.334 eV
Maximum force: 0.629 eV/Å
Total energy: -132029.5569 eV
Kohn-Sham gap: 4.4654 eV

XYZ file:
```
101
C43H47GeInN4O4S, DFT ωB97M-V/def2-TZVPD
In 0.322 0.884 -1.087
C -1.972 0.700 -5.076
C -0.880 0.505 -4.043
N -0.925 1.271 -2.883
N -1.324 2.590 -3.091
C -0.964 3.492 -2.269
N -1.454 4.814 -2.493
S 0.096 3.373 -0.837
C 0.057 -0.463 -4.258
C -0.061 -1.514 -5.268
C 0.572 -2.694 -5.121
C 1.423 -2.921 -3.967
C 1.738 -1.843 -3.203
N 1.252 -0.602 -3.453
H -2.518 1.610 -4.841
H -2.679 -0.139 -5.069
H -1.571 0.789 -6.089
H -2.356 4.761 -2.947
H -1.537 5.308 -1.616
H -0.721 -1.348 -6.112
H 0.445 -3.479 -5.860
H 1.843 -3.891 -3.743
H 2.450 -1.899 -2.383
C -2.054 -0.420 5.015
C -1.038 0.422 4.278
C -0.303 1.386 5.204
O -1.695 1.154 3.256
C -1.038 0.965 1.983
C 0.263 0.241 2.429
O -0.131 -0.432 3.627
C 1.223 -0.657 1.587
O 1.514 -0.079 0.370
C 0.725 -2.102 1.416
C 0.568 -2.600 0.129
C 0.124 -3.898 -0.092
C -0.162 -4.731 0.981
C 0.006 -4.252 2.276
C 0.446 -2.952 2.489
C 2.587 -0.645 2.371
C 3.258 -1.758 2.862
C 4.513 -1.643 3.463
C 5.130 -0.410 3.579
C 4.486 0.712 3.062
C 3.246 0.587 2.460
C -2.034 0.446 0.910
O -1.326 -0.133 -0.118
C -2.864 1.651 0.413
C -3.339 1.595 -0.892
C -4.143 2.607 -1.400
C -4.486 3.695 -0.607
C -4.004 3.765 0.696
C -3.197 2.751 1.201
C -3.019 -0.604 1.513
C -2.584 -1.923 1.609
C -3.387 -2.923 2.136
C -4.672 -2.628 2.579
C -5.132 -1.323 2.470
C -4.318 -0.326 1.938
H -2.795 0.230 5.484
H -1.556 -1.016 5.785
H -2.555 -1.082 4.307
H -1.020 2.077 5.653
H 0.431 1.968 4.643
H 0.212 0.830 5.991
H -0.728 1.951 1.622
H 0.900 1.082 2.708
H 0.781 -1.953 -0.706
H -0.005 -4.246 -1.111
H -0.513 -5.742 0.812
H -0.216 -4.889 3.126
H 0.546 -2.584 3.500
H 2.821 -2.742 2.768
H 5.008 -2.535 3.832
H 6.105 -0.321 4.045
H 4.966 1.684 3.103
H 2.791 1.454 1.996
H -3.023 0.766 -1.514
H -4.477 2.556 -2.431
H -5.105 4.492 -1.004
H -4.244 4.619 1.319
H -2.835 2.817 2.220
H -1.601 -2.166 1.233
H -3.003 -3.936 2.191
H -5.308 -3.404 2.989
H -6.137 -1.072 2.794
H -4.709 0.681 1.872
C 4.850 0.639 -1.409
Ge 3.693 0.853 -2.973
C 4.413 -0.272 -4.412
C 3.940 2.721 -3.538
C 1.797 0.588 -2.748
H 5.882 0.854 -1.702
H 4.799 -0.366 -0.981
H 4.544 1.351 -0.637
H 5.431 0.054 -4.652
H 3.780 -0.161 -5.296
H 4.429 -1.330 -4.140
H 4.985 2.957 -3.761
H 3.587 3.390 -2.747
H 3.334 2.912 -4.426
H 1.407 1.448 -3.292
```

These are the Mulliken partial charges, in e, on atoms 1 to 6:
1. In 1.92
2. C -2.14
3. C 1.02
4. N 0.36
5. N -0.96
6. C 0.44